No. 1
Entry from the Open Molecules 2025 dataset: a 2-piece molecular cluster, C8H13N2O2 overall in a non-equilibrium geometry (the ωB97M-V functional and the def2-TZVPD basis).

Calculated values
LUMO energy, hartree: -0.0993
Total charge: +1
E_HOMO, hartree: -0.4509
Frontier orbital gap, eV: 9.57
Energy above the lowest of the compared OMol25 structures with the same formula, charge and spin, kcal/mol: 79.3

```
25
Properties=species:S:1:pos:R:3:mulliken_charge:R:1
C -1.567 0.747 0.039 0.2960
C -2.386 1.796 0.025 0.2292
C 2.479 -0.064 -0.057 0.7154
C -1.040 0.084 -1.226 -0.3976
C -1.084 -0.053 1.252 -0.6073
C -1.502 -1.354 -1.323 -0.7219
C -1.483 -1.502 1.067 -0.5999
C 3.736 2.102 0.166 -0.7235
N 2.891 1.015 -0.308 -0.2518
N -0.697 -1.946 -0.146 0.0185
O 1.962 -1.087 0.191 -0.6826
O -2.904 2.841 -0.149 -0.3824
H -1.422 0.785 -2.116 0.4440
H 0.110 0.244 -1.255 0.0948
H 0.088 0.150 1.311 0.1590
H -1.475 0.487 2.224 0.4668
H -2.451 -1.672 -1.107 0.5060
H -1.053 -1.705 -2.181 0.3462
H -1.047 -1.936 1.994 0.3594
H -2.600 -1.475 1.095 0.3499
H 3.689 2.766 -0.713 0.2768
H 3.435 2.658 1.016 0.3013
H 4.658 1.616 0.253 0.3570
H -0.652 -2.933 -0.088 0.3970
H 0.312 -1.563 0.035 0.0499
```

***

No. 2
Entry from the Open Molecules 2025 dataset: C8H13N2O3S as an isolated structure in a non-equilibrium geometry (the ωB97M-V functional and the def2-TZVPD basis).

Calculated values
LUMO energy, hartree: 0.1115
Total charge: -1
E_HOMO, hartree: -0.1718
Frontier orbital gap, eV: 7.71
Energy above the lowest of the compared OMol25 structures with the same formula, charge and spin, kcal/mol: 0.0

```
27
Properties=species:S:1:pos:R:3:mulliken_charge:R:1
C -0.291 -3.181 0.813 0.3550
C 0.988 -0.018 -0.532 0.4298
C -2.285 -1.425 0.195 0.6656
C 0.429 3.459 1.193 -1.1639
C -1.904 -4.582 -1.024 -0.7067
C 1.415 1.281 0.335 -1.0914
C 0.442 2.389 0.097 -0.2676
C -0.859 -1.733 -0.281 -0.9639
N 0.224 -2.826 1.875 -0.5555
N -0.046 -0.673 0.050 0.0065
O -2.319 -0.643 1.157 -0.7507
O 1.596 -0.359 -1.533 -0.7051
O -3.246 -2.009 -0.309 -0.7946
S -0.544 -4.788 0.151 -0.1852
H 0.713 3.022 2.209 0.3074
H 1.251 4.275 1.199 0.2742
H -0.448 4.013 1.108 0.3548
H -2.463 -3.710 -1.005 0.3212
H -2.474 -5.493 -0.647 0.2432
H -1.608 -4.681 -2.072 0.2812
H 1.220 1.082 1.408 0.4282
H 2.381 1.641 0.131 0.4100
H -0.551 1.998 -0.090 0.3807
H 0.748 2.823 -0.884 0.3283
H -0.735 -2.242 -1.156 0.8677
H 0.417 -3.598 2.645 0.2395
H -0.493 -0.125 0.949 0.2913
```

***

No. 3
Entry from the Open Molecules 2025 dataset: an isolated ion of composition C8H13N2S and charge +1 in a non-equilibrium geometry (the ωB97M-V functional and the def2-TZVPD basis).

Calculated values
LUMO energy, hartree: -0.1537
Total charge: +1
E_HOMO, hartree: -0.4720
Frontier orbital gap, eV: 8.66
Energy above the lowest of the compared OMol25 structures with the same formula, charge and spin, kcal/mol: 52.6

```
24
Properties=species:S:1:pos:R:3:mulliken_charge:R:1
C -0.194 -2.748 0.447 0.1819
C 0.021 -0.699 0.597 0.2638
C 0.065 -2.726 -1.001 -0.4055
C -0.449 2.040 -0.661 -0.4711
C -0.972 1.958 0.839 -0.7093
C 0.759 -1.399 -1.491 -0.6683
C 0.748 1.134 -0.951 -0.8644
C -0.065 1.372 1.846 -0.4611
N 0.509 -0.282 -0.555 0.1464
N -0.151 -0.131 1.755 -0.1344
S -0.481 -3.623 1.716 -0.2067
H 0.622 -3.611 -1.271 0.4089
H -0.935 -2.673 -1.427 0.2796
H -1.370 1.761 -1.291 0.2703
H -0.170 3.065 -0.848 0.3843
H -1.233 2.969 1.169 0.3538
H -1.842 1.275 0.714 0.3027
H 1.872 -1.666 -1.582 0.3079
H 0.398 -1.221 -2.668 0.3458
H 1.092 1.133 -2.026 0.4199
H 1.558 1.351 -0.358 0.4318
H 1.043 1.780 1.718 0.1749
H -0.512 1.662 2.783 0.4328
H -0.313 -0.718 2.545 0.2163
```

***

No. 4
Entry from the Open Molecules 2025 dataset: the molecule C8H13N3 in a non-equilibrium geometry (the ωB97M-V functional and the def2-TZVPD basis).

Calculated values
LUMO energy, hartree: 0.0095
E_HOMO, hartree: -0.3360
Frontier orbital gap, eV: 9.40
Energy above the lowest of the compared OMol25 structures with the same formula, charge and spin, kcal/mol: 88.0

```
24
Properties=species:S:1:pos:R:3:mulliken_charge:R:1
C 0.799 -0.019 2.167 0.3387
C -0.165 1.481 -0.256 -0.6143
C 1.866 -0.184 1.212 0.7708
C 3.022 -1.048 1.567 -1.2379
C -1.502 0.584 -2.220 -1.9108
C -2.293 0.294 0.123 -1.7516
C -0.221 -1.035 -0.859 -1.9527
C -1.040 0.322 -0.738 1.9853
N 0.051 0.110 3.052 -0.5277
N 1.040 1.571 0.038 -0.3078
N 1.949 0.666 0.244 -0.3723
H -0.531 2.488 -0.243 0.5716
H 3.835 -0.891 0.824 0.3394
H 2.647 -2.187 1.427 0.2540
H 3.243 -1.055 2.702 0.3068
H -2.444 0.269 -2.352 0.4381
H -0.843 0.084 -2.851 0.4436
H -1.440 1.596 -2.350 0.4856
H -2.451 1.283 0.471 0.4384
H -3.193 0.118 -0.309 0.4539
H -2.097 -0.398 0.947 0.3935
H 0.309 -1.186 -1.737 0.4923
H -0.982 -1.805 -0.798 0.4472
H 0.440 -1.056 -0.060 0.5160
```

***

No. 5
Entry from the Open Molecules 2025 dataset: a 2-piece molecular cluster, C8H13N3O overall in a non-equilibrium geometry (the ωB97M-V functional and the def2-TZVPD basis).

Calculated values
LUMO energy, hartree: 0.0192
E_HOMO, hartree: -0.3569
Frontier orbital gap, eV: 10.24
Energy above the lowest of the compared OMol25 structures with the same formula, charge and spin, kcal/mol: 111.0

```
25
Properties=species:S:1:pos:R:3:mulliken_charge:R:1
C 1.394 -0.925 2.462 -0.4550
C 1.309 -0.028 1.275 -0.1168
C 1.252 1.456 1.501 0.0238
C 1.311 2.428 0.386 -0.5972
C -0.471 0.576 -1.675 -0.9974
C -1.239 -0.726 -1.296 1.0344
C -0.849 -2.137 -1.592 -0.3944
C -2.631 -0.841 -1.799 -0.5390
H 1.460 -0.476 3.457 0.2656
H 1.892 -1.898 2.362 0.2464
H -0.502 -0.222 2.206 0.2282
H 1.826 -0.340 0.363 0.2844
H 0.760 1.765 2.428 0.3723
H 1.414 2.073 -0.633 0.3823
H 0.846 3.411 0.492 0.2773
H -1.051 1.073 -2.543 0.3664
H 0.567 0.397 -1.958 0.2866
H -0.532 1.253 -0.842 0.1879
H -1.318 -0.714 -0.190 0.1266
H 0.129 -2.580 -1.457 0.4154
H -3.331 -0.022 -1.845 0.4588
N 0.134 -0.828 1.687 -0.4775
N -1.851 -2.857 -1.933 -0.4586
N -2.962 -2.035 -2.082 -0.4598
O 2.443 2.198 1.226 -0.4608
```

***

No. 6
Entry from the Open Molecules 2025 dataset: a 2-piece molecular cluster, C8H13N3O3 overall in a non-equilibrium geometry (the ωB97M-V functional and the def2-TZVPD basis).

Calculated values
LUMO energy (alpha / beta), hartree: -0.0210 / -0.0208
E_HOMO (alpha / beta), hartree: -0.2750 / -0.2753
Frontier orbital gap (alpha / beta), eV: 6.91 / 6.92
Energy above the lowest of the compared OMol25 structures with the same formula, charge and spin, kcal/mol: 93.0

```
27
Properties=species:S:1:pos:R:3:mulliken_charge:R:1
C 4.594 -0.810 0.279 -0.5614
C 4.177 0.514 0.305 0.0097
C 1.888 1.558 0.012 -0.1415
C -0.827 0.592 1.976 -1.2912
C -0.245 -0.126 -1.768 -1.6685
C -2.328 -0.628 -0.454 -1.7989
C -0.305 -0.142 0.854 0.7362
C -1.031 0.125 -0.451 1.4838
N 3.511 -1.543 -0.156 -0.7589
N 2.512 -0.807 -0.408 0.0117
N 2.871 0.537 -0.111 0.4833
O 2.027 2.734 -0.235 -0.5253
O 0.409 -1.243 1.095 -0.5231
O -1.353 1.554 -0.457 -0.6698
H 5.554 -1.135 0.468 0.4619
H 4.664 1.389 0.699 0.4233
H -0.227 0.687 2.931 0.3635
H -1.785 0.236 2.423 0.3347
H -0.911 1.638 1.488 0.3518
H 0.630 0.464 -1.650 0.3356
H -0.116 -1.219 -2.044 0.3291
H -0.825 0.246 -2.598 0.5388
H -2.340 -1.627 -0.148 0.4154
H -3.208 -0.125 0.068 0.3552
H -2.552 -0.732 -1.517 0.4370
H 1.250 -1.322 0.546 0.4355
H -0.434 1.902 -0.463 0.4322
```

***

No. 7
Entry from the Open Molecules 2025 dataset: C8H13N3O5Sn as an isolated structure in a non-equilibrium geometry (the ωB97M-V functional and the def2-TZVPD basis).

Calculated values
LUMO energy, hartree: -0.3048
Total charge: +2
E_HOMO, hartree: -0.6045
Frontier orbital gap, eV: 8.16
Energy above the lowest of the compared OMol25 structures with the same formula, charge and spin, kcal/mol: 0.0

```
30
Properties=species:S:1:pos:R:3:mulliken_charge:R:1
Sn 0.821 1.159 -0.203 1.2425
O -1.266 0.570 -1.876 -0.6303
C -0.856 0.480 -3.053 0.8621
O 0.801 -1.285 -1.309 -0.5831
C 0.701 -1.387 -2.537 0.5287
O 1.310 -2.375 -3.211 -0.3229
N 0.018 -0.551 -3.436 0.2823
C 1.171 -2.135 -4.641 -0.4072
C 0.298 -0.925 -4.814 -0.6123
H 0.726 -3.030 -5.075 0.3180
H 2.174 -1.969 -5.037 0.2818
H -0.627 -1.158 -5.340 0.3751
H 0.821 -0.123 -5.336 0.3848
C -1.247 1.429 -4.072 -0.4188
C -1.676 2.658 -3.714 -0.7726
H -1.175 1.096 -5.094 0.3789
H -1.817 2.925 -2.670 0.2671
H -1.877 3.397 -4.479 0.3126
C -1.287 -0.068 4.604 -0.8355
O -1.401 -0.330 3.176 -0.2705
C -0.494 0.230 2.413 0.8184
O -0.608 0.200 1.144 -0.4604
N 0.515 0.853 3.017 0.0942
N 1.493 1.519 2.214 -0.8010
H -0.412 -0.579 5.032 0.3737
H -2.196 -0.487 5.020 0.2596
H -1.246 1.011 4.814 0.4098
H 0.682 0.755 4.019 0.2581
H 1.417 2.530 2.336 0.3446
H 2.444 1.245 2.487 0.3225
```

***

No. 8
Entry from the Open Molecules 2025 dataset: C8H13N3O8PtS3 as an isolated structure in a non-equilibrium geometry (the ωB97M-V functional and the def2-TZVPD basis).

Calculated values
LUMO energy (alpha / beta), hartree: 0.1282 / 0.1282
2S+1: 3
Total charge: -2
E_HOMO (alpha / beta), hartree: 0.0001 / -0.0302
Frontier orbital gap (alpha / beta), eV: 3.49 / 4.31

```
36
Properties=species:S:1:pos:R:3:mulliken_charge:R:1
Pt -0.661 0.201 -0.348 0.3994
O -1.712 -1.631 2.885 -0.6994
S -2.114 -1.286 1.516 1.3357
O -3.423 -1.814 1.156 -0.6986
O -1.045 -1.776 0.543 -0.8239
O -2.065 0.219 1.315 -0.7409
C 7.722 -2.645 2.867 -1.1351
C 6.690 -3.349 3.745 -0.5280
S 5.795 -2.202 4.776 1.2283
O 6.764 -1.507 5.592 -0.6878
O 4.736 -2.931 5.431 -0.7059
C 5.079 -1.072 3.599 -0.3893
C 3.808 -0.419 4.152 -1.5214
N 3.128 0.297 3.088 0.3176
C 2.105 -0.190 2.334 0.6300
N 1.670 0.706 1.464 -0.1431
C 2.400 1.810 1.636 -0.6961
C 3.331 1.598 2.630 0.1821
N 4.343 2.460 3.080 1.0469
O 4.356 3.601 2.656 -0.6697
O 5.183 2.025 3.870 -0.6793
C 1.569 -1.569 2.461 -1.0397
H 8.443 -3.361 2.472 0.3655
H 8.264 -1.902 3.454 0.3301
H 7.250 -2.141 2.023 0.2914
H 7.157 -4.015 4.471 0.4104
H 5.941 -3.899 3.175 0.3788
H 4.842 -1.661 2.710 0.5002
H 5.828 -0.312 3.384 0.4035
H 4.069 0.271 4.946 0.3015
H 3.139 -1.179 4.541 0.5728
H 2.244 2.697 1.040 0.4354
H 1.307 -1.808 3.493 0.3532
H 2.305 -2.299 2.106 0.2461
H 0.661 -1.655 1.857 0.1538
S 0.223 1.247 -2.008 -0.7246
```

***

No. 9
Entry from the Open Molecules 2025 dataset: an isolated ion of composition C8H13N3OP and charge +1 in a non-equilibrium geometry (the ωB97M-V functional and the def2-TZVPD basis).

Calculated values
LUMO energy (alpha / beta), hartree: -0.2140 / -0.2139
Total charge: +1
E_HOMO (alpha / beta), hartree: -0.5057 / -0.5058
Frontier orbital gap (alpha / beta), eV: 7.94 / 7.94

```
26
Properties=species:S:1:pos:R:3:mulliken_charge:R:1
C -0.871 1.013 3.931 0.3440
C 0.191 0.942 1.161 0.4758
C 0.463 -1.298 -2.607 -0.9002
C 0.898 -2.191 -1.483 -0.8112
C -1.401 -0.925 -1.027 -0.9135
C 0.897 -0.037 0.292 -0.3848
C -0.625 -0.268 -2.181 0.3534
C 0.054 1.932 3.312 -0.6270
N -1.549 0.288 4.506 -0.3387
N 0.831 1.369 2.240 -0.2368
N -0.030 0.965 -1.791 -0.4191
O -0.958 1.227 0.787 -0.6870
P 0.028 -1.506 0.000 0.0088
H 1.381 -0.747 -3.011 0.3116
H 0.072 -1.892 -3.320 0.3721
H 0.514 -3.164 -1.378 0.4322
H 1.919 -2.269 -1.384 0.5145
H -2.041 -0.292 -0.346 0.4595
H -1.999 -1.822 -1.329 0.4965
H 1.931 -0.024 0.372 0.6731
H -1.604 -0.200 -2.789 0.2983
H -0.563 2.715 2.878 0.2860
H 0.742 2.311 3.950 0.4438
H 1.630 0.906 2.672 0.3189
H -0.602 1.475 -1.137 0.3035
H 0.692 1.494 -2.320 0.2265
```

***

Please write out number 8 again, unchanged.
Entry from the Open Molecules 2025 dataset: C8H13N3O8PtS3 as an isolated structure in a non-equilibrium geometry (the ωB97M-V functional and the def2-TZVPD basis).

Calculated values
LUMO energy (alpha / beta), hartree: 0.1282 / 0.1282
2S+1: 3
Total charge: -2
E_HOMO (alpha / beta), hartree: 0.0001 / -0.0302
Frontier orbital gap (alpha / beta), eV: 3.49 / 4.31

```
36
Properties=species:S:1:pos:R:3:mulliken_charge:R:1
Pt -0.661 0.201 -0.348 0.3994
O -1.712 -1.631 2.885 -0.6994
S -2.114 -1.286 1.516 1.3357
O -3.423 -1.814 1.156 -0.6986
O -1.045 -1.776 0.543 -0.8239
O -2.065 0.219 1.315 -0.7409
C 7.722 -2.645 2.867 -1.1351
C 6.690 -3.349 3.745 -0.5280
S 5.795 -2.202 4.776 1.2283
O 6.764 -1.507 5.592 -0.6878
O 4.736 -2.931 5.431 -0.7059
C 5.079 -1.072 3.599 -0.3893
C 3.808 -0.419 4.152 -1.5214
N 3.128 0.297 3.088 0.3176
C 2.105 -0.190 2.334 0.6300
N 1.670 0.706 1.464 -0.1431
C 2.400 1.810 1.636 -0.6961
C 3.331 1.598 2.630 0.1821
N 4.343 2.460 3.080 1.0469
O 4.356 3.601 2.656 -0.6697
O 5.183 2.025 3.870 -0.6793
C 1.569 -1.569 2.461 -1.0397
H 8.443 -3.361 2.472 0.3655
H 8.264 -1.902 3.454 0.3301
H 7.250 -2.141 2.023 0.2914
H 7.157 -4.015 4.471 0.4104
H 5.941 -3.899 3.175 0.3788
H 4.842 -1.661 2.710 0.5002
H 5.828 -0.312 3.384 0.4035
H 4.069 0.271 4.946 0.3015
H 3.139 -1.179 4.541 0.5728
H 2.244 2.697 1.040 0.4354
H 1.307 -1.808 3.493 0.3532
H 2.305 -2.299 2.106 0.2461
H 0.661 -1.655 1.857 0.1538
S 0.223 1.247 -2.008 -0.7246
```